1.
Density functional theory data (ωB97M-V/def2-TZVPD) for a structure of composition C23H52OsP4S.

Each line ends with the Mulliken spin population.
Geometry (Å):
Os: -0.3630 0.3132 0.2648  1.430
P: -1.8714 1.8490 0.1191  -0.035
P: -2.0778 -1.3758 0.8984  -0.055
P: 1.2945 1.5940 -1.0403  -0.021
H: -0.5083 -3.0978 -1.5910  0.006
C: 0.5671 -2.9300 -1.3807  0.019
C: 1.0206 -2.5059 -0.1931  0.034
H: 0.6931 -2.8090 0.8057  0.007
C: -2.8974 2.0735 -1.3520  0.080
C: -3.1716 1.7837 1.3983  0.025
C: -1.2436 3.5239 0.4886  0.008
C: -1.8632 -3.1783 1.0512  -0.002
C: -2.7989 -1.2376 2.5939  0.012
C: -3.5341 -1.4019 -0.2419  0.020
C: 2.7882 0.6841 -1.5855  0.019
C: 2.0306 2.9643 -0.0275  0.036
C: 0.8078 2.5526 -2.5351  0.070
H: 1.2802 -2.9047 -2.2118  -0.004
H: 1.9491 -1.9249 -0.1876  0.008
H: -3.5470 2.9321 -1.1299  0.009
H: -3.5027 1.1834 -1.5546  0.001
H: -2.2715 2.2790 -2.2215  -0.011
H: -3.7375 2.7192 1.2977  0.002
H: -2.7468 1.7186 2.4052  0.007
H: -3.8454 0.9371 1.2242  -0.003
H: -2.1426 4.1272 0.6835  0.000
H: -0.6825 3.9511 -0.3479  -0.002
H: -0.6099 3.5100 1.3825  0.001
H: -2.8582 -3.5636 1.3129  -0.001
H: -1.1720 -3.4218 1.8595  0.000
H: -1.5195 -3.6528 0.1338  0.000
H: -3.5764 -2.0099 2.7205  0.002
H: -3.2531 -0.2611 2.7609  -0.002
H: -2.0351 -1.3881 3.3711  0.003
H: -4.0724 -2.3589 -0.1297  0.000
H: -3.1967 -1.3264 -1.2838  0.001
H: -4.2357 -0.5797 -0.0552  0.001
H: 3.2660 1.0951 -2.4910  0.005
H: 2.5954 -0.3822 -1.7706  0.002
H: 3.4803 0.8096 -0.7415  -0.001
H: 2.0669 3.9007 -0.6054  0.002
H: 3.0698 2.7614 0.2875  0.000
H: 1.4042 3.1368 0.8560  0.003
H: 1.5082 2.3165 -3.3525  -0.006
H: 0.8513 3.6401 -2.3426  0.005
H: -0.2118 2.2696 -2.8335  -0.011
C: 0.7633 -0.9199 -4.9302  0.281
C: 0.2201 -0.4020 -6.1416  0.064
C: 0.4519 -1.0003 -7.3771  0.060
C: 1.1545 -2.2317 -7.4209  0.240
C: 1.7806 -2.7577 -6.2708  0.058
C: 1.5594 -2.1161 -5.0442  0.057
S: 0.4543 -0.1846 -3.4486  1.141
H: -1.2210 -0.6233 -0.7664  0.098
H: -0.3551 0.5063 -6.0402  -0.004
H: 0.0907 -0.5045 -8.3021  0.005
H: 1.2075 -2.7909 -8.3581  0.002
H: 2.4398 -3.6511 -6.3101  0.006
H: 1.9902 -2.4899 -4.1109  0.002
C: -0.6872 0.6753 4.7138  0.011
C: -0.0919 1.2671 3.4418  0.073
P: 0.7494 0.0315 2.2221  0.125
C: 2.5597 0.4818 2.1049  0.053
C: 3.1851 0.9985 3.4017  0.023
C: 0.9173 -1.5773 3.1383  0.018
C: 1.6467 -1.6079 4.5072  0.007
H: -1.7818 0.6977 4.7242  0.000
H: -0.3882 1.2243 5.6161  0.004
H: -0.3859 -0.3587 4.8636  0.000
H: -0.8885 1.7845 2.8835  -0.009
H: 0.6419 2.0526 3.6824  0.006
H: 3.1445 -0.3667 1.7015  0.003
H: 2.6524 1.2862 1.3631  0.006
H: 3.4047 0.2273 4.1452  0.000
H: 4.1427 1.5021 3.2031  0.004
H: 2.5243 1.7335 3.8717  -0.001
H: -0.0776 -2.0495 3.1963  0.005
H: 1.5152 -2.2302 2.4864  0.000
H: 1.4712 -0.7200 5.1331  -0.001
H: 1.3535 -2.4994 5.0929  0.000
H: 2.7287 -1.7025 4.3191  0.000

Cartesian forces, eV/Å:
Os 0.2 -3.8 -1.9
P -2.6 3.6 0.4
P -1.7 -1.0 1.1
P 1.1 1.4 -0.5
H 1.0 -1.0 0.2
C -0.7 1.1 -0.3
C 0.9 0.5 0.5
H -0.7 0.4 -0.6
C 0.2 -0.3 -0.4
C -0.1 -0.5 0.1
C 0.0 -0.1 -0.2
C 0.8 -0.3 -0.3
C -0.1 0.7 0.2
C 0.0 0.2 -0.1
C 0.3 -0.5 0.4
C 0.1 0.3 0.3
C -0.6 0.2 -0.2
H -0.6 0.3 0.0
H 0.3 -0.9 0.1
H 0.1 -0.2 -0.2
H 0.1 0.2 0.1
H -0.2 0.1 0.0
H 0.1 -0.2 0.1
H -0.3 0.1 -0.2
H 0.1 0.4 0.1
H 0.4 0.0 -0.1
H -0.1 0.0 0.1
H -0.2 0.1 -0.1
H 0.3 0.1 -0.1
H -0.1 -0.1 -0.1
H -0.1 -0.1 0.1
H 0.3 0.3 -0.2
H 0.0 -0.3 0.1
H -0.2 0.0 -0.4
H 0.2 0.5 0.1
H -0.1 -0.1 0.2
H 0.1 -0.3 0.0
H -0.4 0.1 0.4
H 0.2 0.3 0.2
H 0.1 -0.4 -0.4
H -0.1 -0.4 0.1
H -0.5 0.0 -0.2
H 0.4 0.1 -0.1
H -0.3 0.2 0.3
H -0.1 -0.6 -0.1
H 0.3 0.4 -0.1
C 0.2 -1.2 -1.1
C 0.0 0.4 -0.9
C -0.4 0.7 0.8
C 0.1 0.0 -0.4
C 0.0 0.4 1.7
C 0.6 -0.7 -0.1
S -0.2 -0.9 -0.9
H 0.4 0.6 -0.5
H -0.1 0.1 -0.4
H 0.1 -0.6 0.8
H 0.1 0.3 0.2
H -0.7 0.7 0.0
H 0.1 -0.1 -0.6
C -0.4 -0.5 0.6
C 0.0 0.4 -0.8
P 2.4 -0.3 4.3
C 0.3 0.5 -0.5
C 0.2 0.2 0.6
C -0.5 -0.7 -0.3
C 0.5 0.2 0.2
H 0.2 0.0 -0.2
H 0.2 0.0 -0.4
H -0.2 0.1 0.1
H 0.4 -0.1 0.1
H -0.1 -0.4 -0.3
H -0.6 0.1 0.2
H -0.1 -0.5 0.3
H -0.2 0.1 -0.3
H -0.3 -0.1 -0.2
H 0.4 0.0 0.0
H 0.3 0.2 0.1
H -0.2 0.3 0.0
H 0.2 -0.4 -0.3
H -0.1 0.4 -0.4
H -0.5 0.1 0.2

Output
Multiplicity: 5
Charge: +4
ΔE to the lowest compared entry with this formula, charge and spin (eV): 2.5645
E_LUMO (alpha / beta) (eV): -13.2 / -14.6
Gap between HOMO and LUMO (alpha / beta) (eV): 7.0 / 5.9
HOMO energy (alpha / beta) (eV): -20.21 / -20.54

***

2.
Density functional theory data (ωB97M-V/def2-TZVPD) for a structure of composition C23H53AlBr3F6NO26S9.

Each line ends with the Mulliken charge.
Geometry (Å):
Al: -1.2028 1.5957 -1.1579  1.645
C: 2.8943 -0.2183 0.0454  0.508
F: 2.8465 1.0093 -0.4120  -0.029
F: 3.8776 -0.8993 -0.5307  -0.158
F: 3.0638 -0.2001 1.3489  -0.086
S: 1.3006 -1.0865 -0.4484  -0.159
O: 1.0452 -0.6461 -1.7698  0.285
O: 1.4739 -2.4486 -0.1235  -0.387
N: 0.1541 -0.2234 0.5301  0.106
S: -0.1140 -1.1524 1.8207  0.783
O: -1.0416 -2.1852 1.4768  -0.508
O: 1.0528 -1.5597 2.5549  0.000
C: -0.9722 0.0323 2.9314  -0.329
F: -0.0431 0.8099 3.4915  0.136
F: -1.7681 0.8043 2.2123  0.326
F: -1.6255 -0.5963 3.8932  -0.218
O: -1.4483 3.2017 1.1933  -0.584
S: -1.9380 3.6615 2.4397  0.998
O: -3.1112 3.0736 3.0015  -0.743
O: -0.7338 3.4997 3.4445  -0.082
C: -1.0096 3.7047 4.8450  -0.511
C: -0.7339 2.4615 5.6577  -1.026
C: -2.1233 5.4157 2.4037  -1.033
H: -2.0282 4.0244 5.0707  0.503
H: -0.3691 4.5147 5.2030  0.325
H: -1.0135 2.5930 6.7038  0.432
H: 0.3320 2.2262 5.7113  0.305
H: -1.2806 1.6112 5.2496  0.012
H: -2.8976 5.6506 1.6805  0.504
H: -1.1509 5.8196 2.1504  0.085
H: -2.4262 5.6958 3.4087  0.413
O: 1.2930 2.0812 -2.6702  -0.542
S: 2.5151 2.1562 -3.3949  1.151
O: 3.7162 2.5123 -2.7378  -0.774
O: 2.6565 0.7333 -4.0777  0.060
C: 3.9254 0.3657 -4.6373  -0.521
C: 3.8873 0.2240 -6.1642  -1.087
C: 2.2762 3.2262 -4.7731  -1.103
H: 4.2364 -0.5902 -4.2145  0.400
H: 4.7688 1.0268 -4.4287  0.418
H: 4.0266 1.1786 -6.6675  0.330
H: 2.9945 -0.2984 -6.4976  0.118
H: 4.7711 -0.3580 -6.4350  0.438
H: 1.2693 3.1229 -5.1553  0.286
H: 2.9612 2.9430 -5.5759  0.303
H: 2.6687 4.1936 -4.4631  0.460
O: -2.0590 -1.0007 -1.4170  0.285
S: -2.2637 -2.1701 -2.2248  -0.070
O: -2.5430 -2.0287 -3.6137  -0.454
O: -0.9753 -3.0480 -2.0836  0.319
C: -0.9227 -4.2432 -2.8657  -0.466
C: -0.3852 -5.3805 -2.0470  -1.456
C: -3.4674 -3.1448 -1.3891  -0.948
H: -0.2352 -4.0874 -3.7044  0.238
H: -1.8662 -4.5154 -3.3377  0.644
H: -0.2421 -6.2487 -2.6849  0.433
H: -1.1497 -5.6205 -1.2935  0.324
H: 0.4784 -5.1649 -1.4315  0.305
H: -3.4762 -4.1448 -1.8159  0.497
H: -4.4153 -2.6165 -1.4606  0.467
H: -3.1358 -3.2339 -0.3553  0.029
O: -3.5396 0.6795 0.2414  -0.419
S: -4.5906 -0.0693 0.8613  1.080
O: -5.4948 -0.8298 0.0715  -0.653
O: -3.8470 -1.0609 1.8318  -0.204
C: -4.5892 -1.7781 2.8593  -0.148
C: -4.7369 -3.2485 2.5446  -1.085
C: -5.4807 1.0405 1.8980  -1.002
H: -5.5675 -1.3137 2.9931  0.197
H: -4.0774 -1.5653 3.7953  0.332
H: -4.4983 -3.5356 1.5237  0.120
H: -5.7320 -3.6265 2.7695  0.384
H: -4.0458 -3.8114 3.1779  0.329
H: -6.2176 0.5461 2.5177  0.468
H: -6.0407 1.6292 1.1635  0.459
H: -4.7979 1.7153 2.4071  0.170
O: 2.6898 2.6536 2.2220  -0.835
S: 2.1718 3.3322 1.0882  1.532
O: 1.0863 2.7563 0.3602  -0.748
O: 1.6713 4.7854 1.4834  -0.060
C: 2.3724 5.4521 2.6065  -0.053
C: 2.0130 6.9184 2.4760  -1.223
C: 3.5168 3.7868 0.0368  -1.017
H: 3.4392 5.2995 2.4538  0.466
H: 2.0032 5.0041 3.5261  0.099
H: 2.2487 7.4286 3.4103  0.394
H: 0.9864 7.0626 2.1678  0.210
H: 2.6868 7.3595 1.7411  0.368
H: 3.7417 2.9202 -0.5872  0.107
H: 4.3882 3.8594 0.6858  0.496
H: 3.3091 4.6590 -0.5663  0.312
O: 0.0737 1.1595 -6.0708  -0.661
S: -0.6041 0.2732 -5.1936  0.897
O: -0.9074 0.6624 -3.8505  -0.313
O: -2.0121 -0.0621 -5.8228  -0.106
C: -2.0919 -0.6266 -7.1622  -0.128
C: -3.3917 -1.3817 -7.2261  -1.212
C: 0.1685 -1.3051 -5.1734  -0.899
H: -1.2597 -1.3024 -7.3666  0.264
H: -2.0461 0.1474 -7.9280  0.335
H: -3.6396 -1.7163 -8.2315  0.424
H: -4.2253 -0.7348 -6.9312  0.302
H: -3.4518 -2.1892 -6.4958  0.228
H: 0.5624 -1.5472 -6.1551  0.562
H: -0.5360 -2.0541 -4.8216  0.277
H: 0.9865 -1.2835 -4.4537  0.183
C: 2.8333 -1.2627 6.5043  -0.363
Br: 4.1898 -1.3781 5.1564  -0.005
Br: 1.1241 -0.9359 5.6898  0.103
Br: 3.1729 0.2116 7.6742  0.004
H: 2.8477 -2.1959 7.0475  0.457
C: 2.5056 -5.1989 2.2833  0.081
C: 3.8614 -4.6572 2.8303  -0.013
O: 4.0961 -5.3497 4.0381  -0.373
S: 2.6704 -5.6207 4.6897  1.075
O: 2.1237 -4.3834 5.1255  -0.424
O: 2.7344 -6.6978 5.5667  -0.575
O: 2.0058 -6.0668 3.3306  -0.340
H: 2.6232 -5.8228 1.4101  0.314
H: 1.7748 -4.3970 2.2250  -0.116
H: 3.7757 -3.5902 3.0437  -0.072
H: 4.6491 -4.8018 2.0984  0.416

Cartesian forces, eV/Å:
Al 1.0 -2.1 0.8
C 0.1 -0.2 0.5
F 0.2 -0.3 -0.3
F -0.2 0.1 0.0
F 0.0 -0.2 0.0
S 0.1 1.1 -0.5
O -0.3 0.2 -0.6
O -0.2 -0.6 0.3
N 1.8 0.0 -0.6
S -1.9 -1.5 1.4
O -0.2 0.1 0.0
O 0.3 0.7 -0.6
C 0.7 1.1 0.0
F 0.0 -0.3 -0.4
F -0.2 -0.5 0.3
F -0.1 -0.2 -0.3
O 0.4 -0.5 -2.0
S -0.3 0.9 1.5
O -0.3 -0.1 0.0
O -0.3 0.0 -0.3
C 0.2 0.3 1.6
C 0.4 -0.3 0.1
C 0.0 -0.5 0.1
H -0.1 -0.1 -0.7
H 0.1 0.0 -0.4
H -0.3 0.2 -0.1
H -0.1 -0.1 -0.4
H 0.0 0.1 0.3
H 0.0 0.1 0.0
H 0.0 0.2 -0.2
H -0.1 0.2 0.0
O -1.0 0.1 0.9
S -0.5 -0.2 -1.7
O 0.9 0.1 0.5
O 0.1 0.3 0.5
C 1.3 -0.7 -1.3
C 0.3 0.0 0.5
C 1.1 -0.1 -0.3
H -0.5 0.0 0.3
H -0.5 0.5 0.6
H -0.4 0.1 -0.1
H 0.0 0.1 -0.2
H -0.1 -0.1 -0.1
H -0.2 0.4 0.2
H 0.0 -0.3 0.1
H -0.8 0.3 0.1
O 0.7 1.1 0.3
S -0.4 -0.7 -0.3
O -0.4 0.1 -0.1
O 0.0 0.5 0.6
C 1.3 -0.9 -1.2
C -1.3 -0.2 1.1
C 0.2 0.0 0.1
H -0.1 0.4 0.1
H -0.2 0.3 0.3
H 0.2 0.0 0.1
H 0.1 -0.3 -0.2
H 0.5 0.3 -0.4
H -0.3 0.1 -0.2
H -0.1 -0.1 0.0
H 0.0 0.2 0.0
O 0.7 0.7 -0.7
S -0.2 -0.6 1.0
O -0.3 0.0 -0.5
O 0.4 0.4 0.2
C -0.8 0.4 0.0
C 0.5 -0.7 0.6
C -0.3 0.5 -0.8
H 0.0 -0.1 -0.3
H 0.3 -0.2 -0.1
H -0.1 0.4 -0.1
H -0.1 0.2 0.0
H 0.0 -0.1 -0.1
H 0.1 -0.1 0.2
H 0.0 0.0 0.1
H 0.1 -0.3 0.2
O 0.1 -0.5 0.5
S 0.2 1.7 -0.3
O -0.6 -0.3 -0.7
O -0.1 -0.3 0.5
C -0.7 0.1 -0.7
C 1.1 -0.1 0.1
C 0.5 -1.3 0.1
H 0.0 -0.1 0.4
H 0.2 -0.1 0.0
H -0.3 0.0 0.1
H -0.2 0.1 0.1
H -0.3 0.1 -0.2
H -0.2 0.4 -0.1
H -0.1 0.6 0.1
H -0.1 0.1 0.1
O 0.7 0.5 -0.1
S -1.3 -0.9 -0.9
O -0.2 0.5 1.1
O 0.3 0.1 0.1
C -0.1 -0.4 -0.5
C -1.0 0.4 0.5
C 0.6 -0.3 0.4
H 0.1 0.0 0.3
H 0.0 0.3 0.3
H 0.3 -0.2 0.0
H 0.2 0.2 -0.1
H 0.4 -0.2 -0.3
H -0.1 0.1 -0.1
H -0.2 0.2 -0.2
H 0.1 0.3 0.0
C 0.2 0.3 -0.2
Br 0.0 0.0 -0.1
Br 0.0 -0.4 0.1
Br 0.1 -0.1 0.2
H -0.3 0.0 0.1
C -0.1 0.1 1.1
C -0.6 0.7 -0.8
O 0.4 -0.2 0.3
S 0.2 0.4 -0.6
O -0.2 0.6 -0.1
O 0.2 -1.2 0.8
O -0.1 -0.1 -0.1
H -0.2 0.1 -0.3
H 0.1 0.1 -0.7
H 0.0 0.0 0.0
H 0.3 -0.3 0.4

Output
Charge: +2
E_LUMO (eV): -11.4
Gap between HOMO and LUMO (eV): 2.3
HOMO energy (eV): -13.69